Entry 1:
C31H33N5O4 | ωB97M-V with the def2-TZVPD basis set

The geometry in ORCA input format:
```
! RIJCOSX wB97M-V def2-TZVPD def2/J DEFGRID3
* xyz 0 1
C -9.53 -1.72 0.47
H -9.67 -1.51 1.53
H -9.74 -2.76 0.25
H -10.19 -1.07 -0.11
O -8.18 -1.50 0.09
C -7.71 -0.26 0.31
O -8.38 0.62 0.79
C -6.29 -0.12 -0.08
C -5.66 1.11 0.15
C -4.33 1.30 -0.16
C -3.60 0.25 -0.70
C -4.27 -0.97 -0.97
C -5.59 -1.18 -0.66
H -6.08 -2.11 -0.86
N -3.37 -1.84 -1.57
C -2.15 -1.26 -1.72
O -1.18 -1.79 -2.26
C -2.23 0.08 -1.12
C -1.11 0.87 -0.98
N 0.04 0.47 -1.56
C 1.35 0.78 -1.24
C 2.33 0.48 -2.19
C 3.67 0.60 -1.88
C 4.06 1.00 -0.60
C 3.09 1.39 0.31
C 1.75 1.28 0.00
H 1.01 1.53 0.74
H 3.38 1.73 1.29
N 5.43 1.04 -0.25
C 6.24 -0.05 -0.21
O 7.42 0.03 0.08
C 5.60 -1.40 -0.55
N 4.29 -1.56 0.04
C 4.36 -1.79 1.47
C 2.95 -1.81 2.06
N 2.16 -2.86 1.43
C 0.84 -2.95 2.01
H 0.30 -3.76 1.53
H 0.93 -3.16 3.07
H 0.26 -2.02 1.88
C 2.11 -2.62 0.00
C 3.51 -2.61 -0.58
H 3.45 -2.42 -1.66
H 3.97 -3.60 -0.43
H 1.52 -3.43 -0.46
H 1.62 -1.66 -0.23
H 3.01 -2.01 3.13
H 2.48 -0.82 1.91
H 4.94 -0.99 1.93
H 4.85 -2.75 1.69
H 6.31 -2.17 -0.22
H 5.51 -1.47 -1.63
C 5.97 2.32 0.16
H 5.75 3.08 -0.60
H 7.04 2.21 0.27
H 5.55 2.64 1.11
H 4.42 0.37 -2.62
H 2.03 0.12 -3.16
H -0.08 -0.38 -2.13
C -1.13 2.17 -0.28
C -1.59 2.29 1.03
C -1.59 3.52 1.65
C -1.14 4.65 0.98
C -0.68 4.53 -0.32
C -0.66 3.30 -0.95
H -0.30 3.21 -1.96
H -0.33 5.41 -0.85
H -1.15 5.61 1.47
H -1.94 3.60 2.67
H -1.94 1.41 1.55
H -3.60 -2.76 -1.90
H -3.87 2.26 0.02
H -6.25 1.90 0.58
*
```

DFT total energy: -48324.7854 eV
Frontier orbital gap: 7.2 eV
Energy relative to the best compared isomer or geometry (same formula, charge and spin): 0.3 kcal/mol


Entry 2:
C31H34As2N5RuS3 | ωB97M-V with the def2-TZVPD basis set

The geometry in ORCA input format:
```
! RIJCOSX wB97M-V def2-TZVPD def2/J DEFGRID3
* xyz 0 2
Ru -0.06 -0.87 0.53
C 6.11 -1.60 -2.32
C 4.66 -1.82 -1.97
C 3.68 -1.93 -2.95
C 2.34 -2.08 -2.63
C 1.88 -2.15 -1.30
N 0.53 -2.23 -0.95
C -0.35 -2.07 -2.05
C -1.15 -3.10 -2.50
C -2.05 -2.91 -3.54
C -2.19 -1.67 -4.15
C -3.22 -1.43 -5.22
C -1.39 -0.62 -3.70
C -0.47 -0.82 -2.69
N 0.36 0.27 -2.28
C 0.77 1.29 -3.06
C 1.53 2.14 -2.30
C 1.55 1.54 -1.03
N 0.85 0.42 -1.02
C 2.90 -2.11 -0.33
C 4.24 -1.93 -0.65
N 2.60 -2.38 1.02
C 3.28 -3.20 1.86
C 2.48 -3.42 2.96
C 1.31 -2.71 2.69
N 1.39 -2.08 1.53
H 6.44 -2.29 -3.09
H 6.75 -1.73 -1.45
H 6.27 -0.59 -2.70
H 3.97 -1.88 -3.99
H 1.63 -2.16 -3.44
H -1.06 -4.06 -2.01
H -2.67 -3.73 -3.87
H -3.57 -2.37 -5.64
H -2.82 -0.82 -6.03
H -4.09 -0.91 -4.81
H -1.52 0.37 -4.13
H 0.52 1.31 -4.11
H 2.03 3.04 -2.62
H 2.06 1.86 -0.14
H 4.96 -1.86 0.15
H 4.23 -3.60 1.57
H 2.70 -4.04 3.81
H 0.41 -2.64 3.28
S -4.50 -0.89 1.36
C -2.92 -0.90 1.00
S -1.69 -1.93 1.75
S -2.09 0.05 -0.20
C -1.75 5.06 1.45
As -1.78 3.24 0.69
C -3.47 3.40 -0.29
C -2.44 2.35 2.32
C -3.71 2.65 2.80
C -4.20 2.06 3.96
C -3.41 1.16 4.66
C -2.14 0.86 4.19
C -1.65 1.45 3.03
As 0.07 0.84 2.36
C 0.91 0.17 3.99
C 1.12 2.49 2.30
H -1.48 5.77 0.66
H -1.00 5.11 2.23
H -2.72 5.34 1.86
H -4.19 4.04 0.22
H -3.88 2.40 -0.44
H -3.25 3.84 -1.27
H -4.34 3.35 2.27
H -5.19 2.30 4.30
H -3.78 0.69 5.55
H -1.55 0.13 4.73
H 1.95 -0.05 3.77
H 0.43 -0.73 4.34
H 0.85 0.94 4.76
H 0.86 3.09 3.17
H 0.90 3.06 1.40
H 2.18 2.24 2.34
*
```

DFT total energy: -196914.8526 eV
Frontier orbital gap (alpha / beta): 7.5 / 6.3 eV
Energy relative to the best compared isomer or geometry (same formula, charge and spin): 0.0 kcal/mol


Entry 3:
C31H34AsCl2N7O2Sn | ωB97M-V with the def2-TZVPD basis set

The geometry in ORCA input format:
```
! RIJCOSX wB97M-V def2-TZVPD def2/J DEFGRID3
* xyz 0 1
Sn 0.22 -0.38 -0.82
C -2.98 -1.71 0.35
N -1.64 -2.07 -0.03
C -0.93 -2.99 0.84
C -0.11 -2.26 1.86
N 0.20 -1.00 1.76
C 1.01 -0.73 2.86
C 1.60 0.46 3.27
C 2.36 0.44 4.43
C 2.53 -0.74 5.17
C 1.93 -1.93 4.79
C 1.18 -1.90 3.62
N 0.43 -2.86 2.96
C -3.14 -0.28 0.77
N -2.20 0.62 0.88
C -2.86 1.77 1.31
C -2.35 3.03 1.58
C -3.23 4.01 2.00
C -4.60 3.75 2.14
C -5.13 2.50 1.87
C -4.23 1.52 1.45
N -4.39 0.19 1.10
H -3.34 -2.35 1.17
H -3.65 -1.88 -0.49
H -1.62 -2.45 -0.98
H -0.24 -3.57 0.22
H -1.61 -3.69 1.35
H 1.47 1.36 2.69
H 2.84 1.35 4.77
H 3.13 -0.72 6.07
H 2.06 -2.84 5.36
H 0.36 -3.83 3.19
H -1.29 3.22 1.46
H -2.86 5.00 2.22
H -5.26 4.54 2.48
H -6.19 2.30 1.98
H -5.24 -0.33 1.09
O 1.30 3.16 -1.09
C 2.43 3.72 -0.47
C 3.37 2.66 0.07
C 4.65 2.98 0.51
C 5.44 1.96 1.02
C 4.92 0.67 1.09
C 3.64 0.46 0.63
N 2.88 1.43 0.13
H 1.28 2.23 -0.83
H 2.12 4.36 0.37
H 2.97 4.36 -1.18
H 5.02 3.99 0.44
H 6.44 2.17 1.37
H 5.51 -0.15 1.47
H 3.20 -0.53 0.64
C -3.94 0.86 -4.06
As -2.20 1.08 -3.30
C -1.03 1.52 -4.76
C -2.24 2.62 -2.17
O -1.71 -0.29 -2.51
H -4.22 1.71 -4.68
H -4.66 0.73 -3.26
H -3.91 -0.05 -4.67
H -1.48 2.28 -5.39
H -0.85 0.61 -5.33
H -0.09 1.88 -4.35
H -2.56 3.50 -2.73
H -1.23 2.77 -1.78
H -2.92 2.43 -1.34
Cl -0.85 -3.61 -3.06
C 0.85 -3.97 -2.74
C 1.36 -5.09 -3.38
C 2.70 -5.43 -3.22
C 3.49 -4.61 -2.43
C 2.96 -3.51 -1.80
Cl 4.04 -2.54 -0.83
C 1.59 -3.09 -1.89
N 1.11 -2.04 -1.25
H 0.71 -5.68 -4.00
H 3.11 -6.29 -3.72
H 4.54 -4.84 -2.29
*
```

DFT total energy: -138939.8525 eV
Frontier orbital gap: 6.1 eV
Energy relative to the best compared isomer or geometry (same formula, charge and spin): 23.3 kcal/mol


Entry 4:
C31H34BF3O4 | ωB97M-V with the def2-TZVPD basis set

The geometry in ORCA input format:
```
! RIJCOSX wB97M-V def2-TZVPD def2/J DEFGRID3
* xyz 0 1
C 5.87 -2.42 1.97
C 6.20 -0.79 1.81
O 7.49 -0.53 1.11
B 7.95 0.83 1.54
O 9.30 1.14 2.04
C 6.77 2.01 1.45
C 6.41 2.76 2.72
C 5.20 3.88 2.56
O 5.17 5.04 3.24
C 4.02 3.50 1.45
C 2.48 4.03 1.85
C 1.66 2.99 2.82
C 0.82 1.82 2.05
C 0.89 1.84 0.42
C 1.51 0.37 2.52
C 4.37 2.79 0.20
C 5.99 2.39 0.02
O 6.60 2.36 -1.16
H 6.10 -2.92 0.93
H 6.51 -2.86 2.86
H 4.71 -2.49 2.21
H 5.27 -0.34 1.24
H 6.18 -0.36 2.91
H 9.22 1.43 3.01
H 6.94 2.57 3.76
H 1.88 4.40 0.90
H 2.66 5.01 2.50
H 0.90 3.60 3.50
H 2.44 2.48 3.54
H -0.31 1.75 2.44
H 1.90 1.32 0.07
H 0.03 1.11 0.04
H 0.68 2.87 -0.09
H 1.25 -0.42 1.70
H 1.13 0.01 3.57
H 2.70 0.46 2.54
H 3.57 2.54 -0.62
F -1.96 -0.26 0.27
C -2.43 -0.36 -0.99
C -2.10 -1.47 -1.75
C -2.59 -1.58 -3.06
C -3.40 -0.57 -3.58
C -3.73 0.54 -2.80
C -3.25 0.64 -1.49
H -1.45 -2.24 -1.34
H -2.34 -2.44 -3.66
H -3.79 -0.65 -4.59
H -4.36 1.33 -3.21
H -3.50 1.49 -0.87
F -3.09 1.64 3.56
C -3.82 0.54 3.79
C -4.42 0.37 5.03
C -5.19 -0.77 5.27
C -5.34 -1.73 4.27
C -4.72 -1.55 3.03
C -3.96 -0.41 2.79
H -4.29 1.13 5.80
H -5.68 -0.90 6.23
H -5.93 -2.62 4.46
H -4.83 -2.31 2.25
H -3.48 -0.25 1.82
F -3.40 -3.18 -5.28
C -4.31 -3.33 -6.25
C -5.56 -3.86 -5.95
C -6.51 -4.01 -6.96
C -6.19 -3.63 -8.27
C -4.93 -3.10 -8.56
C -3.99 -2.95 -7.55
H -5.78 -4.16 -4.93
H -7.49 -4.42 -6.73
H -6.93 -3.75 -9.06
H -4.69 -2.82 -9.58
H -3.01 -2.53 -7.76
*
```

DFT total energy: -49709.3181 eV
Frontier orbital gap: 7.7 eV
Energy relative to the best compared isomer or geometry (same formula, charge and spin): 207.1 kcal/mol


Entry 5:
C31H34BrF4PReSb | ωB97M-V with the def2-TZVPD basis set

The geometry in ORCA input format:
```
! RIJCOSX wB97M-V def2-TZVPD def2/J DEFGRID3
* xyz 3 2
Re 0.00 -0.30 0.25
C -1.88 1.12 0.81
C -1.05 0.75 1.93
C -1.14 -0.69 2.08
C -2.01 -1.17 1.01
C -2.38 -0.06 0.19
C -3.25 -0.11 -1.01
C -2.79 -2.43 1.07
C -0.81 -1.47 3.31
C -0.40 1.70 2.87
C -2.28 2.50 0.43
H -4.27 0.19 -0.74
H -3.30 -1.11 -1.43
H -2.92 0.57 -1.79
H -3.74 -2.16 1.54
H -2.33 -3.18 1.70
H -3.03 -2.85 0.10
H -0.02 -1.02 3.90
H -0.52 -2.50 3.08
H -1.70 -1.51 3.94
H -1.13 2.00 3.63
H -0.06 2.61 2.37
H 0.44 1.26 3.39
H -3.27 2.66 0.88
H -2.41 2.63 -0.65
H -1.62 3.26 0.82
F 4.14 5.45 -0.79
C 3.81 4.20 -0.58
C 4.76 3.28 -0.15
F 6.00 3.66 0.05
C 4.40 1.95 0.07
F 5.35 1.11 0.43
C 3.09 1.50 -0.10
P 2.59 -0.24 0.15
C 3.35 -0.80 1.69
C 4.66 -1.27 1.77
C 5.16 -1.68 3.00
C 4.37 -1.61 4.14
C 3.07 -1.13 4.06
C 2.57 -0.74 2.84
C 3.32 -1.07 -1.28
C 3.19 -0.41 -2.51
C 3.71 -0.98 -3.66
C 4.36 -2.20 -3.60
C 4.49 -2.86 -2.38
C 3.97 -2.30 -1.22
C 2.19 2.45 -0.55
Br 0.43 1.89 -1.01
C 2.50 3.77 -0.80
F 1.58 4.61 -1.24
H 5.30 -1.31 0.90
H 6.18 -2.04 3.07
H 4.77 -1.93 5.09
H 2.46 -1.07 4.95
H 1.55 -0.37 2.76
H 2.73 0.57 -2.58
H 3.62 -0.46 -4.61
H 4.78 -2.64 -4.50
H 5.01 -3.80 -2.33
H 4.09 -2.83 -0.29
C 2.19 -3.88 1.08
Sb 0.57 -3.03 0.02
C 0.79 -3.31 -2.07
C -0.69 -4.70 0.38
H 2.44 -4.81 0.58
H 1.83 -4.11 2.08
H 3.06 -3.24 1.17
H 1.50 -4.12 -2.22
H 1.14 -2.42 -2.58
H -0.18 -3.61 -2.46
H -0.09 -5.53 0.01
H -1.63 -4.67 -0.17
H -0.87 -4.87 1.44
*
```

DFT total energy: -131539.4856 eV
Frontier orbital gap (alpha / beta): 6.5 / 6.4 eV
Energy relative to the best compared isomer or geometry (same formula, charge and spin): 35.4 kcal/mol


Entry 6:
C31H34GeN3P2PtS3SbSe3 | ωB97M-V with the def2-TZVPD basis set

The geometry in ORCA input format:
```
! RIJCOSX wB97M-V def2-TZVPD def2/J DEFGRID3
* xyz -1 2
Pt -0.88 0.96 -2.09
Se 2.99 -3.03 2.10
P 3.09 -0.93 1.93
C 4.77 -0.43 1.50
C 5.26 -0.76 0.24
C 6.58 -0.50 -0.07
C 7.42 0.08 0.88
C 6.94 0.38 2.14
C 5.62 0.12 2.46
C 2.79 -0.11 3.53
C 2.63 1.27 3.56
C 2.49 1.91 4.78
C 2.50 1.18 5.96
C 2.66 -0.20 5.92
C 2.80 -0.84 4.70
C 2.03 -0.12 0.74
C 0.68 -0.18 0.33
N 0.56 0.80 -0.59
N 1.71 1.39 -0.75
N 2.60 0.87 0.03
P -0.82 -1.02 0.84
Se -2.40 -0.90 -0.55
C -0.39 -2.76 1.10
C -0.75 -3.47 2.23
C -0.39 -4.80 2.33
C 0.30 -5.42 1.29
C 0.60 -4.71 0.14
C 0.26 -3.38 0.04
C -1.25 -0.26 2.43
C -0.46 -0.48 3.56
C -0.74 0.18 4.73
C -1.80 1.08 4.79
C -2.59 1.30 3.67
C -2.31 0.64 2.49
H 4.60 -1.20 -0.49
H 6.97 -0.74 -1.04
H 8.45 0.28 0.64
H 7.59 0.81 2.88
H 5.24 0.35 3.45
H 2.63 1.84 2.64
H 2.38 2.98 4.81
H 2.39 1.68 6.91
H 2.67 -0.77 6.83
H 2.92 -1.92 4.65
H -1.29 -2.99 3.03
H -0.64 -5.36 3.22
H 0.60 -6.45 1.39
H 1.13 -5.19 -0.67
H 0.52 -2.80 -0.84
H 0.37 -1.18 3.50
H -0.13 0.01 5.61
H -2.01 1.61 5.71
H -3.41 2.00 3.71
H -2.91 0.81 1.61
S 3.07 3.49 -3.62
Sb 0.93 2.84 -4.13
S -0.56 3.50 -2.32
S 0.82 0.39 -3.91
C -4.70 0.61 -6.90
Ge -5.04 1.89 -5.41
C -7.01 2.04 -5.22
C -4.26 3.65 -5.89
C -4.16 1.41 -3.68
Se -2.28 0.99 -4.04
C -2.53 -0.90 -4.36
H -5.08 1.06 -7.81
H -5.23 -0.33 -6.74
H -3.64 0.41 -7.03
H -7.44 2.37 -6.16
H -7.28 2.75 -4.45
H -7.45 1.07 -4.97
H -4.46 3.90 -6.93
H -3.19 3.63 -5.74
H -4.68 4.43 -5.26
H -4.59 0.58 -3.12
H -4.14 2.30 -3.04
H -3.24 -1.05 -5.17
H -2.90 -1.35 -3.43
H -1.56 -1.30 -4.61
*
```

DFT total energy: -350595.2182 eV
Frontier orbital gap (alpha / beta): 4.9 / 4.3 eV